1.
A molecular structure, C20H41InN2O4 at a distorted geometry. Source: OMol25; level of theory: ωB97M-V/def2-TZVPD.

Properties
- Orbital gap: 1.7 eV
- Maximum force: 5.2 eV Å⁻¹
- Relative energy (zero: lowest compared OMol25 entry of this formula, charge and spin): 384.7 kJ/mol
- Charge: +2
- Calculated total energy: -1386.29043 hartree

Geometry as XYZ:
```
68
Properties=species:S:1:pos:R:3:forces:R:3
In -6.28997 2.32687 -1.47397 0.76 0.09 0.09
C -2.84130 0.34456 0.07078 1.12 -1.21 -0.93
C -2.89245 1.88903 -0.10692 -1.70 -1.90 0.00
O -3.31914 2.29050 -1.24444 -0.22 0.21 -0.20
O -2.74378 2.63752 0.84783 0.58 0.23 0.19
H -3.71713 -0.30062 0.13973 -1.01 1.08 0.99
H -2.10372 -0.10561 0.73517 -0.04 0.73 0.69
H -2.56873 -0.19338 -0.83720 0.72 0.82 -0.95
C 1.01817 1.53688 -1.80124 -0.57 0.93 -2.02
C 1.27638 3.06559 -1.36771 -0.08 0.39 1.05
C 2.70933 3.37032 -1.65601 2.81 0.70 -1.75
C 3.12337 3.79876 -3.13676 -2.03 -0.05 1.37
C 2.15303 4.93428 -3.58404 1.34 -1.21 -1.53
C 0.66537 4.57716 -3.45952 1.17 0.76 0.31
N 0.39480 4.12941 -2.04693 2.36 -2.15 -1.23
O -0.88287 3.91503 -1.83560 -0.74 -0.04 0.93
C -0.12188 5.86788 -3.67536 -0.93 0.11 -1.17
C 0.31803 3.49901 -4.56450 -0.13 -0.30 0.12
C 1.12235 3.16801 0.15787 0.73 0.88 1.14
H -0.03363 1.25113 -1.81414 -0.02 0.00 0.41
H 1.65223 0.73919 -1.41428 -0.08 0.65 1.31
H 1.35918 1.45040 -2.83291 -0.31 0.34 -0.44
H 3.10629 4.17109 -1.03208 -0.27 -0.08 0.29
H 3.27765 2.46864 -1.42780 0.07 0.03 0.30
H 2.98538 2.94191 -3.79619 -0.26 -0.04 -0.11
H 4.16137 4.06928 -3.33035 -0.01 0.19 0.81
H 2.42278 4.91066 -4.63987 -0.73 0.39 -0.51
H 2.39325 5.97347 -3.35941 -0.02 -0.25 1.00
H -1.20650 5.75970 -3.67454 -0.03 -0.34 0.42
H 0.12985 6.72271 -3.04768 0.29 -0.38 0.19
H 0.05511 6.14312 -4.71508 0.34 0.24 0.01
H 1.03637 2.70636 -4.77380 0.28 -0.12 1.10
H -0.64817 3.02633 -4.38806 -0.17 0.04 -0.12
H 0.32870 3.90339 -5.57666 -0.54 0.94 0.29
H 1.63346 4.03130 0.58403 0.12 0.69 -0.74
H 1.78745 2.43241 0.61025 -0.66 -0.73 -0.06
H 0.16549 3.29533 0.66413 -0.42 -0.96 -0.63
H -1.02109 3.22903 -2.49279 -1.74 -0.71 -0.62
C -0.81908 -1.82104 2.85985 0.76 -0.55 -0.50
C -0.34479 -3.11977 3.62427 -1.67 -1.52 1.06
C -1.61466 -3.95750 3.98113 -0.26 -0.41 -0.16
C -2.20979 -4.70346 2.74563 1.25 1.77 0.53
C -1.20443 -5.59680 2.03007 -0.09 1.45 0.95
C 0.17827 -4.82281 1.69680 -3.11 -3.79 1.81
N 0.57538 -4.00581 2.85398 -4.00 0.63 0.15
O 1.73764 -3.47559 2.63472 2.75 1.15 0.43
C 1.16152 -6.03317 1.54986 0.66 1.57 -0.58
C 0.00046 -3.98003 0.49087 1.21 0.79 -2.22
C 0.27447 -2.68655 4.97623 1.80 0.06 -0.51
H -0.00572 -1.10988 3.00410 -0.36 0.37 -0.22
H -1.78864 -1.48959 3.23158 0.35 0.11 0.51
H -0.99535 -2.00307 1.79972 0.35 -0.02 0.07
H -1.43776 -4.56829 4.86642 0.29 -0.34 -0.20
H -2.29231 -3.17993 4.33363 -0.37 -0.26 -0.04
H -2.31025 -3.80466 2.13722 -1.00 -0.28 -0.79
H -3.15458 -5.22929 2.88331 0.04 0.34 0.25
H -1.75495 -5.90251 1.14036 0.78 -0.32 -0.33
H -1.05075 -6.44253 2.70031 0.44 -0.23 -0.36
H 2.09251 -5.58898 1.19769 0.49 -0.45 0.17
H 1.28323 -6.59012 2.47889 0.03 0.26 0.03
H 0.86880 -6.74114 0.77449 -0.42 0.26 0.04
H 0.80937 -3.25626 0.39126 0.05 0.25 0.30
H 0.19408 -4.59478 -0.38815 -0.31 -0.35 -0.05
H -0.92712 -3.44367 0.29084 -0.19 -0.35 0.61
H -0.28365 -2.01362 5.62719 -0.51 0.04 -0.67
H 1.21093 -2.19305 4.71625 0.03 0.46 0.18
H 0.61439 -3.48351 5.63760 -0.41 -0.54 -0.32
H 2.30772 -4.13924 3.02990 1.41 -0.06 -0.14
```
Positions in Å, forces in eV/Å.

---

2.
2 unconnected molecules or ions with the total composition C5H11NO2 at a distorted geometry. Source: OMol25; level of theory: ωB97M-V/def2-TZVPD.

Properties
- Orbital gap: 10.8 eV
- SMILES string: C=CCCC(N)=O.O
- Maximum force: 6.1 eV Å⁻¹
- Relative energy (zero: lowest compared OMol25 entry of this formula, charge and spin): 237.5 kJ/mol
- Charge: 0
- Calculated total energy: -402.28769 hartree

Geometry as XYZ:
```
19
Properties=species:S:1:pos:R:3:forces:R:3
C -1.73004 1.55953 1.55308 -3.92 2.48 -2.87
C -0.97489 0.71588 0.94526 0.93 0.49 -3.38
C 0.18960 0.04176 1.53869 -0.03 -0.53 4.24
C 1.44417 0.14939 0.75550 2.10 -0.58 -1.13
C 1.08153 -0.34676 -0.67988 2.18 1.46 0.03
N 1.10244 0.63040 -1.73116 -1.14 -3.01 -0.69
O 0.97265 -1.54406 -0.79125 -0.47 -0.01 -1.13
H -2.60056 2.17400 1.03724 1.88 -1.61 0.89
H -1.55626 1.85577 2.49102 0.51 0.84 3.77
H -1.13099 0.65395 -0.18565 0.24 -0.46 1.84
H 0.47590 0.43116 2.63774 -1.11 -0.57 -2.20
H -0.21217 -0.97263 1.73819 1.03 -0.05 -0.29
H 1.80795 1.17633 0.80289 -0.31 0.26 -0.38
H 2.40026 -0.42630 1.14986 -2.34 0.57 -0.79
H 0.88190 1.55670 -1.43464 -0.11 0.49 0.05
H 0.66167 0.33054 -2.67686 1.02 0.70 2.44
O -1.69451 -1.08228 -1.22578 0.04 1.60 -5.91
H -1.79608 -1.35051 -0.39494 -0.60 -1.86 5.31
H -0.93616 -1.54992 -1.58637 0.09 -0.20 0.20
```
Positions in Å, forces in eV/Å.

---

3.
2 unconnected molecules or ions with the total composition C2H8NO at a distorted geometry. Source: OMol25; level of theory: ωB97M-V/def2-TZVPD.

Properties
- Orbital gap (alpha / beta): 6.1 / 10.7 eV
- Maximum force: 1.5 eV Å⁻¹
- 2S+1: 2
- Relative energy (zero: lowest compared OMol25 entry of this formula, charge and spin): 11.2 kJ/mol
- Expectation value of S²: 0.75
- Charge: 0
- Calculated total energy: -210.92599 hartree

Geometry as XYZ:
```
12
Properties=species:S:1:pos:R:3:forces:R:3
O 0.42133 1.79391 -1.73312 1.30 0.62 -0.38
H -0.28653 2.40637 -1.91036 -0.55 0.30 -0.06
H 1.21930 2.30338 -2.01615 -0.83 -0.81 0.41
H 0.08331 -0.53741 2.61476 0.07 0.03 0.06
C -0.16161 -0.19981 1.61220 0.39 -0.86 -1.01
C 0.06412 -1.31124 0.60910 -0.24 -0.21 1.37
N -0.12201 -1.01618 -0.71527 -0.21 0.02 0.59
H 0.52973 0.59048 1.31133 -0.37 0.48 0.34
H -1.21602 0.10615 1.60081 0.12 0.41 0.02
H -0.18178 -2.31587 0.94829 0.12 -0.01 -0.30
H -0.26667 -0.04855 -0.95394 0.26 -0.29 -0.61
H -0.08315 -1.77124 -1.36765 -0.07 0.33 -0.45
```
Positions in Å, forces in eV/Å.